(1)
C6H4IN3 | the ωB97M-V functional and the def2-TZVPD basis

Results
- gap between HOMO and LUMO (eV) = 9.0
- total energy (eV) = -18853.8596
- LUMO (eV) = -0.10
- 2S+1 = 1
- net charge = 0

Atoms and positions in Å:
C (-0.91772, 2.41753, 0.01527)
C (-1.69796, 1.29819, -0.00098)
C (0.40692, 0.81176, -0.02671)
C (1.20069, -1.84843, 0.01628)
C (-0.24019, -1.96891, -0.01987)
C (1.83731, -0.68413, -0.00148)
N (0.41763, 2.09315, -0.00270)
N (-1.14260, -1.06096, -0.04379)
N (-0.81918, 0.23807, -0.02867)
I (3.81097, -0.14178, 0.01574)
H (-1.21256, 3.44711, 0.04894)
H (-2.75661, 1.15142, 0.00979)
H (1.75559, -2.77964, 0.05384)
H (-0.64230, -2.97338, -0.03568)

(2)
C6H4N2O2 | the ωB97M-V functional and the def2-TZVPD basis

Results
- gap between HOMO and LUMO (spin up / spin down) (eV) = 7.8 / 7.6
- total energy (eV) = -13352.0001
- LUMO (spin up / spin down) (eV) = -1.21 / -1.23
- 2S+1 = 1
- net charge = 0

Atoms and positions in Å:
C (-1.93163, -0.17001, 1.45617)
C (-2.27782, 0.31380, 0.28451)
C (-1.03293, -0.58165, 2.21711)
C (-1.57298, 0.59697, -0.77254)
C (0.52647, -0.25184, 0.42939)
C (-0.08449, 0.14286, -0.69231)
N (1.72407, -0.73653, 0.71130)
N (0.63278, 0.37853, -1.88807)
O (0.12007, 0.94298, -2.86380)
O (1.83958, 0.01638, -1.92601)
H (-0.57719, -0.60960, 3.15397)
H (-1.67332, 1.06301, -1.74196)
H (1.98481, -0.68274, 1.69253)
H (2.32258, -0.42217, -0.06030)

(3)
C6H4N2O5S | the ωB97M-V functional and the def2-TZVPD basis

Results
- gap between HOMO and LUMO (eV) = 8.8
- total energy (eV) = -30328.9976
- LUMO (eV) = -1.09
- 2S+1 = 1
- net charge = 0
- SMILES = O=C1S[C@@]1(/C=C\C=C=[N+]([O-])O)[N+](=O)[O-]

Atoms and positions in Å:
C (-0.21015, -0.53598, -1.00699)
C (-0.80017, -0.34154, 0.31015)
C (0.74293, 0.14530, -1.64786)
C (-0.24282, 0.18239, 1.36428)
C (1.62695, 1.23850, -1.16024)
C (2.15102, 1.25901, 0.21996)
N (-0.06554, 0.88801, 2.37352)
N (2.44544, 1.95744, -2.16981)
O (-0.11930, 2.12146, 2.49036)
O (0.49360, 0.17987, 3.42441)
O (2.03674, 2.01473, -3.29123)
O (3.27830, 2.69952, -1.72626)
O (3.04857, 0.78111, 0.90825)
S (1.00706, 2.53472, 0.12817)
H (-0.42517, -1.30725, -1.66034)
H (-1.83339, -0.81343, 0.34515)
H (0.92502, -0.32035, -2.60436)
H (1.15673, 0.89510, 3.78587)

(4)
C6H4N4 | the ωB97M-V functional and the def2-TZVPD basis

Results
- gap between HOMO and LUMO (eV) = 8.2
- total energy (eV) = -12245.5414
- LUMO (eV) = -1.14
- 2S+1 = 1
- net charge = 0
- SMILES = c1cnc2nncnc2c1

Atoms and positions in Å:
C (-0.21318, -1.68631, 1.22177)
C (0.95225, -1.03815, 1.60688)
C (0.81042, 0.54014, 0.03434)
C (-0.51014, 1.75697, -1.89514)
C (-0.45068, 0.03957, -0.40869)
C (-0.96663, -1.14338, 0.21527)
H (-0.49607, -2.58109, 1.89984)
H (1.44694, -1.42519, 2.49239)
H (-1.02548, 2.34377, -2.66812)
H (-1.89900, -1.60981, -0.17463)
N (1.47340, 0.05882, 1.07628)
N (1.30109, 1.70297, -0.51905)
N (0.62107, 2.34758, -1.43507)
N (-1.04398, 0.69410, -1.44607)

(5)
C6H4O | the ωB97M-V functional and the def2-TZVPD basis

Results
- gap between HOMO and LUMO (eV) = 8.4
- total energy (eV) = -8326.1456
- LUMO (eV) = -1.16
- 2S+1 = 1
- net charge = 0

Atoms and positions in Å:
C (1.62134, -0.69262, 0.94685)
C (0.36676, 1.90032, 1.32034)
C (-0.09496, 1.06512, 0.49581)
C (-0.41896, 0.01216, -0.29412)
O (0.34491, -1.03983, -0.18508)
C (-1.54991, 0.08604, -1.19456)
C (-2.51354, 0.28549, -1.89555)
H (2.37022, -0.25241, 0.28962)
H (1.68198, -1.73584, 1.16787)
H (1.56054, -0.07640, 1.87447)
H (-3.36837, 0.44797, -2.52565)

(6)
C6H4O | the ωB97M-V functional and the def2-TZVPD basis

Results
- gap between HOMO and LUMO (spin up / spin down) (eV) = 8.1 / 8.1
- total energy (eV) = -8328.9168
- LUMO (spin up / spin down) (eV) = -0.27 / -0.27
- 2S+1 = 1
- net charge = 0
- SMILES = C#CC(O)=C=C=C

Atoms and positions in Å:
C (-2.47254, -0.03708, -1.15242)
C (-1.17888, 0.16345, -1.01750)
C (0.03210, 0.30631, -0.64069)
C (0.78056, 0.26073, 0.46434)
O (0.26669, 0.72984, 1.63046)
C (2.11458, -0.22728, 0.57945)
C (3.23467, -0.65235, 0.70039)
H (-3.13196, 0.53061, -0.49702)
H (-0.68933, 0.78108, 1.46291)
H (-2.91329, -0.79252, -1.79038)
H (4.22784, -1.03735, 0.73365)